--- 1 ---
The following is a DFT calculation (ωB97M-V with the def2-TZVPD basis set) of C3H7N3O as an isolated structure.

LUMO: -0.199 eV
highest occupied orbital energy: -0.3104 Ha
net charge: 0

Geometry as XYZ:
```
14
C3H7N3O ωB97M-V with the def2-TZVPD basis set
C -0.116 -1.687 -0.203
C -1.913 1.135 0.988
O -0.282 -0.272 -0.193
N -1.101 0.230 1.281
H 0.483 -2.001 0.656
H 0.392 -1.970 -1.127
H -1.101 -2.152 -0.156
H -1.911 1.735 0.081
H -2.762 1.226 1.665
N 1.881 0.474 -1.113
C 1.263 0.641 0.102
N 1.317 1.139 1.185
H 2.598 1.167 -1.275
H 1.249 0.336 -1.891
```

--- 2 ---
The following is a DFT calculation (ωB97M-V with the def2-TZVPD basis set) of one molecule with the formula C3H7N3O.

LUMO: 0.791 eV
SMILES string: [H]/N=C/NC(=O)NC
highest occupied orbital energy: -0.3597 Ha
net charge: 0

Geometry as XYZ:
```
14
C3H7N3O ωB97M-V with the def2-TZVPD basis set
C -1.275 0.641 2.227
N -0.309 0.053 1.315
C -0.332 0.352 -0.029
O -1.061 1.191 -0.527
N 0.598 -0.400 -0.752
C 0.881 -0.403 -2.118
N 1.641 -1.325 -2.566
H -1.514 1.643 1.864
H -0.839 0.714 3.231
H -2.207 0.060 2.289
H 0.100 -0.825 1.594
H 1.279 -0.957 -0.247
H 1.309 0.398 -2.710
H 1.727 -1.143 -3.569
```

--- 3 ---
The following is a DFT calculation (ωB97M-V with the def2-TZVPD basis set) of C3H7N3O as an isolated structure.

LUMO: 0.876 eV
highest occupied orbital energy: -0.3167 Ha
net charge: 0

Geometry as XYZ:
```
14
C3H7N3O ωB97M-V with the def2-TZVPD basis set
C 0.174 -1.116 -0.148
C -0.843 -0.085 -0.832
C 1.104 1.062 0.553
H 0.124 -0.768 2.563
H -0.368 -2.084 -0.004
H 0.831 -1.516 -0.880
H -1.947 -0.731 -1.266
H -1.394 0.139 0.240
H -0.185 1.280 -2.303
H 1.685 1.831 1.077
N 0.805 -0.391 0.882
N -0.264 1.112 -1.281
N 0.735 1.720 -0.458
O -0.458 -0.454 1.858
```

Which structure is the least stable? The one labeled 3.

--- 1 ---
The following is a DFT calculation (ωB97M-V with the def2-TZVPD basis set) of one molecule with the formula C3H7N3O.

LUMO: 0.478 eV
SMILES string: N[C@H]1N2[C@@H](O)[C@]12N
highest occupied orbital energy: -0.3225 Ha
net charge: 0

Geometry as XYZ:
```
14
C3H7N3O ωB97M-V with the def2-TZVPD basis set
C 0.308 -0.118 -0.030
N 0.011 -1.056 -1.095
N -0.689 1.800 -1.410
C 0.421 -0.522 1.358
C -0.079 1.364 -0.174
O 0.227 -1.864 1.670
N -0.835 0.464 0.664
H 0.695 -2.099 2.487
H 0.597 -1.880 -0.976
H -0.947 -1.379 -0.975
H -1.218 1.028 -1.808
H 0.027 2.033 -2.095
H 0.945 0.110 2.065
H 0.537 2.118 0.319
```

--- 2 ---
The following is a DFT calculation (ωB97M-V with the def2-TZVPD basis set) of one molecule with the formula C3H7N3O.

LUMO: 1.012 eV
SMILES string: [H]/N=C(\NO)[C@H]1CN1
highest occupied orbital energy: -0.3530 Ha
net charge: 0

Geometry as XYZ:
```
14
C3H7N3O ωB97M-V with the def2-TZVPD basis set
C 0.984 -0.490 -0.100
C -0.581 -0.311 -0.445
C -1.684 -0.461 0.566
H 0.159 1.882 0.041
H 2.500 0.671 0.586
H 2.549 -1.642 -0.171
H -0.685 -0.994 -1.379
H -1.154 0.002 1.394
H -2.537 -1.216 0.572
H -2.164 0.989 -0.902
N 1.479 0.641 0.571
N 1.445 -1.671 -0.217
N -1.535 0.804 -0.243
O 1.224 1.796 -0.273
```

Which structure is the least stable? The one labeled 2.

--- 1 ---
The following is a DFT calculation (ωB97M-V with the def2-TZVPD basis set) of one molecule with the formula C3H7N3O.

LUMO: 0.822 eV
SMILES string: [H]/N=C/NC(=O)NC
highest occupied orbital energy: -0.3639 Ha
net charge: 0

Geometry as XYZ:
```
14
C3H7N3O ωB97M-V with the def2-TZVPD basis set
C 2.496 0.327 0.203
N 1.113 0.180 0.593
C 0.189 -0.208 -0.330
O 0.406 -0.226 -1.525
N -1.030 -0.609 0.246
C -2.201 -0.284 -0.438
N -3.225 0.124 0.182
H 2.495 0.654 -0.837
H 3.036 -0.626 0.270
H 2.984 1.082 0.825
H 0.906 -0.025 1.556
H -1.132 -0.359 1.220
H -2.050 -0.380 -1.511
H -3.985 0.349 -0.455
```

--- 2 ---
The following is a DFT calculation (ωB97M-V with the def2-TZVPD basis set) of one molecule with the formula C3H7N3O.

LUMO: 0.680 eV
SMILES string: [H]/N=C\N(C)C(N)=O
highest occupied orbital energy: -0.3648 Ha
net charge: 0

Geometry as XYZ:
```
14
C3H7N3O ωB97M-V with the def2-TZVPD basis set
C 0.302 -0.778 0.985
N -0.147 0.240 0.063
C -0.395 0.059 -1.253
N -0.542 -1.423 -1.553
C 0.160 1.712 0.392
N 0.709 2.197 1.398
O -0.566 0.878 -2.113
H -0.758 -2.121 -0.861
H -0.830 -1.585 -2.506
H 1.044 1.556 2.116
H -0.210 2.374 -0.385
H 1.230 -1.244 0.644
H -0.474 -1.535 1.111
H 0.476 -0.329 1.963
```

Which structure is the least stable? The one labeled 2.